# C12H24NO2

The ion C12H24NO2 with charge +1 in a non-equilibrium geometry (ωB97M-V/def2-TZVPD, the OMol25 dataset).

HOMO-LUMO gap (eV): 10.0769
LUMO energy (eV): -2.708
Charge: +1
Largest force on an atom (eV/A): 6.3
SMILES string: CCCCCC#CC(OC)(OC)[NH+](C)C
ΔE to the lowest compared entry with this formula, charge and spin (kcal per mole): 149.9

Structure (XYZ):
```
39
Properties=species:S:1:pos:R:3:forces:R:3:nbo_charge:R:1
O -2.9133 -0.4310 1.6409 -1.2 3.6 -2.7 -0.563
O -2.1595 -0.1352 -0.5674 0.9 -0.4 0.9 -0.524
N -2.1994 1.6619 0.8888 -3.6 -0.6 -1.6 -0.418
C 3.7916 -0.4809 -2.3904 2.2 -2.0 4.0 -0.386
C -2.6642 -1.6895 2.1641 1.0 0.8 1.9 -0.242
C -0.4013 -0.1244 1.2578 -3.6 0.7 -1.7 -0.199
C 2.1343 -0.8475 1.2324 0.4 0.6 1.9 -0.495
C 0.7447 -0.5005 1.2483 -1.3 0.1 -0.9 0.099
C 3.6012 -1.2323 -3.6526 -2.2 0.8 0.0 -0.613
C -2.2655 1.9401 2.2881 1.3 4.4 3.6 -0.465
C 3.0163 -1.0518 -1.1228 -0.2 -2.3 -1.3 -0.384
C 3.0086 -0.2517 0.1798 -0.6 0.3 -2.7 -0.386
C -3.4940 -0.1467 -1.0398 -0.8 -1.3 2.0 -0.284
C -2.0322 0.2031 0.7576 4.6 -4.0 1.5 0.749
C -1.3979 2.4718 0.0123 3.3 3.8 -0.8 -0.464
H -2.3762 -2.3183 1.3740 0.6 -1.4 -0.5 0.199
H 4.0135 -0.3535 0.4790 1.3 0.5 0.9 0.220
H -2.8605 2.8338 2.6532 0.4 -0.7 -1.5 0.257
H 2.0297 -1.3463 -1.4730 -0.7 0.4 0.1 0.188
H 2.4698 -0.2249 2.0550 0.3 -0.4 1.1 0.256
H -1.9148 -1.4080 2.9188 0.4 -1.5 -0.1 0.199
H -2.6231 1.1762 2.9175 -0.4 -1.2 -0.1 0.272
H 4.3984 -1.3638 -4.3294 1.3 0.2 -0.4 0.225
H 3.4347 -2.1060 -0.8723 -0.3 1.6 -0.3 0.189
H -0.3101 2.5344 0.3106 -1.3 -0.6 -0.1 0.259
H 3.5728 0.5189 -2.2927 -0.1 2.6 -0.8 0.194
H -3.1122 1.7711 0.3587 0.3 0.0 1.6 0.454
H 4.8223 -0.6745 -1.9950 -0.3 0.8 -0.8 0.195
H 2.7402 0.8406 0.0634 0.4 -1.1 -0.1 0.202
H -3.6842 -1.0118 -1.6424 0.2 -0.5 -0.3 0.230
H -3.5494 -2.0079 2.7029 -0.2 -0.1 -0.3 0.219
H -3.6570 0.7018 -1.5899 -0.5 2.2 -1.6 0.178
H -1.2469 2.2126 2.6822 -0.7 -0.5 -0.8 0.252
H -4.1876 -0.1580 -0.1771 0.1 -0.2 -0.5 0.198
H -1.7090 3.5750 -0.0301 -0.1 -1.6 0.9 0.255
H 3.3424 -2.1802 -3.2435 -0.6 -1.3 -0.6 0.208
H 2.2929 -1.8903 1.5175 0.1 0.1 -0.4 0.254
H -1.4301 2.2619 -1.0524 -0.3 -1.1 0.2 0.266
H 2.7750 -0.7684 -4.2322 0.2 -0.7 0.3 0.205
```
Forces are in eV/Å.